Entry from the OMol25 dataset: a cluster of 10 separate species, C42H111N7O14 in total (ωB97M-V/def2-TZVPD).

Its HOMO-LUMO gap is 0.3240 Ha. The calculated total energy comes out at -3103.17697 Eh. The SMILES is COC[C@H](C)N.COC[C@H](C)N.COC[C@H](C)N.COCCNCCOC.COCCNCCOC.COCCNCCOC.COCCNCCOC.CCO.CCO.CCO. The HOMO energy is -8.355 eV. The value obtained for the molar mass is 938.38 g mol⁻¹. For the energy above the lowest of the compared OMol25 structures with the same formula, charge and spin, the calculation gives 7.8 kcal per mole.

Atoms and positions in Å:
C  -0.323  -1.027  -5.659
O  -4.193  -2.631  -0.730
C  2.562  0.809  2.632
H  -2.167  6.039  2.631
H  -1.411  -4.907  -3.095
H  -1.970  -10.444  -0.891
H  -3.133  -1.762  0.825
C  -2.635  4.360  3.889
H  0.569  -3.309  -4.798
H  -1.666  -3.572  -5.655
O  5.106  -2.742  -0.092
H  -3.830  -0.125  -1.173
H  2.564  2.819  3.336
H  1.300  -5.857  0.229
N  7.708  -0.997  -1.946
H  0.668  3.191  -3.284
C  2.061  -6.423  2.205
H  -1.907  -6.172  0.523
H  5.436  1.893  1.541
H  -2.487  -5.286  -4.234
H  1.940  4.652  2.237
H  -0.055  0.327  -0.206
H  -0.463  -2.683  0.066
N  -3.941  6.487  3.648
H  -3.443  2.579  -1.636
H  -3.395  2.366  -4.606
C  -5.090  1.366  -0.977
C  -3.149  2.276  2.959
O  0.173  -4.952  1.648
C  8.786  0.886  4.179
H  -4.458  6.204  4.465
C  -6.225  6.668  2.792
H  5.359  -2.000  -2.028
C  -3.055  1.544  -3.966
C  1.363  6.913  -1.852
H  -1.345  -1.183  -6.007
H  8.518  -0.815  0.687
H  1.767  3.442  0.114
H  -2.119  1.841  -3.477
H  -5.467  2.027  -0.196
N  -4.181  0.374  -0.356
H  0.262  -6.923  1.160
N  -1.568  -4.874  -4.106
H  -1.890  -0.927  1.612
C  3.232  1.110  -2.605
H  1.489  4.997  -4.492
H  -4.647  5.409  2.010
H  0.522  2.698  1.210
C  -0.669  -0.521  0.087
H  1.498  0.978  2.384
C  0.838  4.106  -2.712
C  -6.918  6.452  5.088
O  -4.035  1.118  -3.057
H  -2.676  -2.612  -2.914
C  1.982  0.251  -2.610
H  -6.848  6.415  1.931
H  -5.921  -0.711  0.223
H  -3.668  -3.260  -4.248
H  3.141  -2.108  0.130
O  2.559  0.198  3.908
H  -7.847  6.102  5.539
H  -0.077  0.032  -5.688
H  -2.000  6.352  4.324
C  3.233  2.174  2.777
H  2.990  2.126  -2.296
C  -5.461  -3.079  -1.137
C  5.539  1.406  2.516
H  -1.606  3.999  4.047
H  -3.201  4.156  4.810
H  1.970  7.799  -1.654
H  1.534  0.138  -1.622
C  0.146  -1.789  -0.015
H  -6.263  -2.356  -0.987
N  4.551  1.990  3.440
H  -5.342  -3.375  -2.177
H  0.307  7.197  -1.878
N  -1.471  -4.843  -1.017
H  -3.463  2.000  3.978
C  -4.865  -0.592  0.488
H  -1.063  -4.417  -0.191
C  -1.582  -3.481  -4.566
H  -2.262  -4.243  -1.244
H  -1.501  -9.563  -2.319
H  1.793  3.945  -2.184
C  -3.510  -6.272  -0.911
H  3.976  0.686  -1.931
H  -3.786  -7.323  -1.012
H  -5.760  -3.986  -0.586
H  0.910  -1.755  0.760
O  -1.608  -8.466  -0.533
C  -1.313  -9.646  -1.243
H  3.468  -3.859  0.295
H  -4.128  -5.893  -0.093
H  7.008  2.639  3.472
H  -4.769  -0.266  1.531
C  -2.029  -6.147  -0.559
H  5.434  0.320  2.428
O  -0.231  -1.447  -4.299
H  -2.843  -1.700  -4.428
H  3.447  2.519  1.765
H  -6.927  7.541  5.020
H  7.752  -1.633  -2.738
N  -0.250  4.237  -1.742
H  8.684  -0.819  -1.725
O  7.545  0.573  3.590
C  0.886  4.950  2.215
H  -0.188  5.110  -1.232
H  -2.813  0.691  -4.604
H  9.232  -0.063  4.474
H  -0.042  -3.135  -3.156
H  -1.567  -7.376  -2.291
H  0.010  5.737  -3.856
H  -3.776  -5.759  -1.837
H  -2.118  1.934  2.821
H  -0.277  -9.953  -1.067
C  6.976  1.692  2.921
C  -0.253  3.173  -0.757
C  -2.767  -2.698  -3.998
H  -4.481  7.127  1.689
C  -1.266  -7.278  -1.242
H  5.163  -0.799  -0.768
H  -1.504  -0.556  -0.627
C  1.820  -1.008  3.988
H  2.667  -7.254  1.854
O  2.313  -1.067  -3.112
H  7.492  -2.739  -0.721
H  1.554  6.263  -0.985
C  0.969  -6.090  1.242
H  -4.563  -2.556  1.279
H  1.613  -6.707  3.165
H  0.701  -1.914  -0.952
H  8.647  1.517  5.064
H  -0.006  2.188  -1.154
H  -6.121  6.165  5.791
C  0.991  5.335  -3.580
H  2.512  -1.817  4.259
H  0.384  -1.577  -6.285
O  -3.179  3.676  2.789
O  -6.715  5.836  3.846
H  -4.931  2.871  -2.510
H  0.315  -4.870  2.596
H  2.688  -5.559  2.438
H  -6.358  7.727  3.030
H  0.777  6.001  2.467
H  -5.928  0.835  -1.455
C  -0.233  -2.863  -4.200
O  -1.177  -0.331  1.381
C  -2.644  5.844  3.595
H  -0.186  -7.102  -1.184
C  3.740  -2.954  -0.243
C  7.448  -0.920  0.470
C  0.708  3.422  0.407
C  5.622  -1.777  -0.984
H  1.464  -1.386  -3.460
H  1.337  -1.229  3.042
H  7.013  -1.463  1.309
C  -4.779  6.403  2.457
H  4.403  1.233  4.105
H  3.445  -3.013  -1.302
O  1.827  6.332  -3.040
H  7.608  1.796  2.026
H  1.283  0.674  -3.340
C  -4.144  -1.924  0.472
C  7.122  -1.710  -0.779
H  0.351  4.338  2.953
C  -4.319  2.074  -2.059
H  -1.229  3.158  -0.260
H  1.131  -0.945  4.833
H  2.993  0.177  1.846
H  3.632  1.130  -3.618
H  -3.870  1.805  2.297
O  0.396  4.716  0.913
H  9.482  1.389  3.495
H  7.124  0.117  0.387